(1)
This record from the OMol25 dataset describes a molecular structure, C6H6Cl4CrF2O6. The level of theory is ωB97M-V with the def2-TZVPD basis set.

As for the charge: -1. Its LUMO energy (spin up / spin down) is 2.09 / 2.09 eV. The calculation puts the orbital gap (spin up / spin down) at 7.5 / 7.5 eV. The multiplicity is 4.

Last column: Löwdin spin population.
CARTESIAN COORDINATES (ANGSTROEM)
Cr: 1.607 2.851 1.210  3.096
Cl: 0.530 3.606 -0.818  -0.003
Cl: 3.796 3.727 0.911  -0.031
Cl: 2.158 1.115 2.936  -0.029
Cl: 0.511 4.228 2.892  -0.044
C: -3.071 -0.426 1.048  0.000
C: -2.065 -1.527 0.923  0.000
O: -0.935 -0.727 0.764  0.000
C: -1.201 0.591 1.180  0.000
O: -0.363 1.445 1.260  0.003
O: -2.449 0.741 1.377  0.000
F: -2.302 -2.117 -0.242  0.000
H: -3.923 -0.641 1.693  0.000
H: -3.504 -0.265 0.061  0.000
H: -1.944 -2.235 1.743  0.000
C: 0.659 -1.034 -2.469  0.000
C: 1.584 -1.950 -1.632  0.000
O: 1.831 -1.156 -0.537  0.001
C: 1.694 0.086 -0.805  0.002
O: 2.122 0.978 -0.115  0.003
O: 0.991 0.218 -1.900  0.001
F: 2.722 -2.270 -2.283  0.000
H: -0.392 -1.220 -2.246  0.000
H: 0.886 -1.136 -3.530  0.000
H: 1.060 -2.882 -1.422  0.000

***

(2)
This record from the OMol25 dataset describes a molecular structure, C5H10NO2. The level of theory is ωB97M-V with the def2-TZVPD basis set.

For the energy relative to the best compared isomer or geometry (same formula, charge and spin), the calculation gives 88.7 kcal/mol. As for the charge: -1. Its LUMO energy is 4.13 eV. The calculation puts the orbital gap at 8.0 eV.

Last column: Mulliken charge in e.
CARTESIAN COORDINATES (ANGSTROEM)
C: -1.836 -0.268 1.665  -0.447
C: -0.790 0.859 1.753  -0.758
C: -1.992 -0.884 0.274  -0.915
N: -0.205 1.522 -1.264  -0.773
C: 0.744 0.691 -1.604  0.007
C: 1.456 -0.380 -0.772  0.525
O: 1.351 -1.493 -1.330  -0.718
O: 2.064 -0.066 0.263  -0.726
H: -1.505 -1.033 2.361  0.245
H: -2.776 -0.014 2.174  0.368
H: -1.018 1.593 2.519  0.340
H: -0.754 1.376 0.772  0.180
H: 0.189 0.384 1.744  0.233
H: -1.060 -1.383 0.004  0.153
H: -2.208 -0.094 -0.440  0.284
H: -2.736 -1.675 0.368  0.361
H: 0.797 1.683 -0.719  0.282
H: 1.237 0.782 -2.597  0.359

***

(3)
This record from the OMol25 dataset describes a molecular structure, C39H41NO2OsS3Sb. The level of theory is ωB97M-V with the def2-TZVPD basis set.

As for the charge: +3. Its LUMO energy (spin up / spin down) is -11.65 / -11.64 eV. The calculation puts the orbital gap (spin up / spin down) at 2.7 / 2.7 eV.

Last column: Mulliken charge in e.
CARTESIAN COORDINATES (ANGSTROEM)
Os: -0.557 -0.591 0.439  1.412
C: -2.636 -1.362 -2.429  0.679
C: -3.250 -2.135 -1.270  -1.028
S: -2.626 -1.773 0.411  0.175
C: -3.711 -0.561 1.172  -0.680
C: -3.726 0.741 0.423  -0.899
S: -2.043 1.376 0.097  0.171
C: -2.366 2.180 -1.515  -1.129
C: -2.314 1.360 -2.790  0.917
S: -3.584 0.081 -2.958  -0.160
H: -2.560 -2.035 -3.284  0.629
H: -1.635 -1.028 -2.185  -0.917
H: -3.015 -3.193 -1.385  0.488
H: -4.335 -2.041 -1.203  0.481
H: -3.332 -0.446 2.190  -0.135
H: -4.711 -0.991 1.241  0.730
H: -4.250 1.510 0.994  0.670
H: -4.212 0.621 -0.543  0.379
H: -1.614 2.970 -1.557  0.536
H: -3.345 2.642 -1.378  0.602
H: -1.335 0.903 -2.920  -1.202
H: -2.483 2.042 -3.623  0.504
C: 3.949 1.618 4.773  -0.530
C: 3.245 0.509 5.232  -0.737
C: 2.042 0.150 4.642  -0.225
C: 1.577 0.913 3.574  0.676
C: 2.272 2.020 3.097  -0.623
C: 3.470 2.368 3.709  -0.724
Sb: -0.357 0.501 2.879  1.318
C: -1.420 0.291 4.684  1.059
C: -1.956 1.475 5.194  -0.986
C: -2.464 1.485 6.485  -0.722
C: -2.445 0.326 7.247  -0.574
C: -1.912 -0.847 6.731  -0.808
C: -1.400 -0.881 5.441  -0.336
C: -0.072 -1.634 2.269  -0.107
C: -0.998 -2.597 2.768  0.089
C: -0.614 -3.900 2.970  -1.085
C: 0.704 -4.281 2.698  -0.639
C: 1.648 -3.357 2.261  -1.117
C: 1.278 -2.042 2.053  0.091
H: 4.874 1.901 5.257  0.445
H: 3.626 -0.072 6.061  0.460
H: 1.491 -0.703 5.017  0.356
H: 1.896 2.609 2.271  0.377
H: 4.017 3.236 3.365  0.477
H: -1.975 2.387 4.609  0.444
H: -2.871 2.400 6.894  0.445
H: -2.854 0.334 8.248  0.438
H: -1.886 -1.744 7.336  0.461
H: -0.986 -1.802 5.061  0.439
H: -2.014 -2.305 2.998  0.750
H: -1.325 -4.628 3.336  0.573
H: 0.997 -5.314 2.841  0.472
H: 2.674 -3.661 2.105  0.549
H: 2.023 -1.314 1.759  0.698
C: -1.475 1.214 -6.989  -1.802
C: -0.536 1.440 -5.834  1.319
C: -0.393 2.721 -5.294  -0.935
C: 0.470 2.974 -4.226  -1.116
C: 1.227 1.956 -3.700  -0.509
C: 1.135 0.671 -4.270  -0.287
N: 2.058 -0.307 -3.937  0.084
C: 3.002 -0.276 -2.922  0.435
C: 4.318 -0.592 -3.279  -0.838
C: 5.350 -0.430 -2.383  -0.631
C: 5.102 0.025 -1.084  -0.947
C: 3.806 0.236 -0.680  -0.879
C: 2.728 0.063 -1.570  0.036
C: 1.410 0.024 -0.970  0.859
O: 0.302 -0.399 -1.488  -0.911
O: 1.289 0.314 0.282  -0.234
C: 0.221 0.392 -5.312  1.558
C: 0.100 -0.998 -5.879  -2.278
H: -1.945 2.146 -7.294  0.439
H: -2.263 0.504 -6.732  0.347
H: -0.944 0.809 -7.852  0.388
H: -0.953 3.539 -5.730  0.451
H: 0.582 3.982 -3.848  0.522
H: 1.963 2.163 -2.935  0.646
H: 2.266 -0.957 -4.687  0.377
H: 4.529 -0.894 -4.297  0.505
H: 6.365 -0.633 -2.700  0.433
H: 5.921 0.173 -0.394  0.470
H: 3.595 0.513 0.343  0.482
H: 0.377 -1.770 -5.162  0.513
H: 0.722 -1.116 -6.771  0.398
H: -0.922 -1.197 -6.197  0.477

***

(4)
This record from the OMol25 dataset describes 2 unconnected molecules or ions with the total composition C3H12NOS. The level of theory is ωB97M-V with the def2-TZVPD basis set.

For the energy relative to the best compared isomer or geometry (same formula, charge and spin), the calculation gives 23.1 kcal/mol. As for the charge: +1. Its LUMO energy is -3.48 eV. The calculation puts the orbital gap at 10.1 eV.

Last column: Mulliken charge in e.
CARTESIAN COORDINATES (ANGSTROEM)
C: -1.314 -1.679 0.549  -1.169
C: -1.126 -0.381 -0.301  0.061
C: 0.380 -0.056 -0.525  -0.864
S: 0.506 1.335 -1.761  -0.243
N: -1.672 -0.723 -1.714  -0.357
H: -1.475 -2.564 -0.067  0.416
H: -2.182 -1.520 1.177  0.323
H: -0.410 -1.851 1.127  0.315
H: -1.742 0.410 0.115  0.451
H: 1.003 0.225 0.311  0.435
H: 0.662 -0.960 -1.073  0.446
H: 1.873 1.321 -1.785  0.200
H: -1.106 -0.236 -2.436  0.288
H: -1.611 -1.731 -1.862  0.361
H: -2.630 -0.371 -1.812  0.336
H: 2.721 0.338 5.595  0.329
H: 2.757 -0.297 4.197  0.310
O: 2.358 0.399 4.698  -0.639

***

| no. | F_max (eV/Å) |
| --- | --- |
| 1 | 4.92 |
| 2 | 2.21 |
| 3 | 2.53 |
| 4 | 2.27 |